Entry from the Open Molecules 2025 dataset: a 2-piece molecular cluster, C4H3NO2 overall in a non-equilibrium geometry (ωB97M-V/def2-TZVPD).

Structure (XYZ):
```
10
Properties=species:S:1:pos:R:3:forces:R:3
C 0.5913 0.3768 -0.5282 -0.4 -4.5 -1.6
C 0.2589 -0.7744 0.4247 -0.6 -0.5 -3.2
C -2.9049 0.8321 -0.1571 4.3 -1.6 3.5
C 1.1983 1.4030 -0.0510 -0.3 1.4 1.6
N -3.7193 1.1764 -0.8504 -2.2 0.9 -1.8
O 1.6796 2.3886 0.2960 2.2 3.9 1.1
O 0.1339 -0.6132 1.5784 -0.2 0.4 2.8
H 0.8462 0.1178 -1.5570 -0.8 -0.7 -0.7
H 0.1055 -1.7651 -0.0560 0.2 0.0 0.0
H -2.0448 0.4991 0.5418 -2.1 0.8 -1.5
```
Positions in Å, forces in eV/Å.

The value obtained for the energy above the lowest of the compared OMol25 structures with the same formula, charge and spin is 54.0 kcal/mol. As for the largest force on an atom: 5.73 eV/Å. The spin multiplicity is 3. The total charge is 0. The value obtained for the electronic energy is -359.2295 Eh. Its expectation value of S² is 2.013.



Entry from the Open Molecules 2025 dataset: a 2-piece molecular cluster, C7H9FO overall in a non-equilibrium geometry (ωB97M-V/def2-TZVPD).

Structure (XYZ):
```
18
Properties=species:S:1:pos:R:3:forces:R:3
C -1.0270 1.0423 -1.0000 -0.8 2.2 0.5
C -1.8905 -0.9069 0.2003 1.2 -3.6 1.8
C 0.2452 0.7014 -0.7331 -0.1 -0.6 0.6
C -0.6371 -1.2880 0.5219 -1.0 -2.1 1.1
C -2.2075 0.2744 -0.5170 0.5 -0.6 -3.3
C 0.4179 -0.5011 0.1124 2.8 2.8 0.1
C 2.7156 -0.1041 0.3197 -1.4 1.9 -3.9
O 1.6107 -0.9438 0.4219 -0.9 -1.2 -0.1
F 0.6392 0.9762 1.9662 -0.2 -0.5 -0.9
H -1.4210 1.9965 -1.4733 1.4 -1.2 0.2
H -2.6101 -1.5792 0.6889 -0.4 0.7 -0.7
H 1.1685 1.2534 -0.9818 -1.1 -0.2 -0.1
H -0.3610 -2.1944 1.1741 -0.7 1.6 -1.1
H -2.9220 0.6759 0.1415 -1.0 1.9 0.4
H -2.6997 0.0873 -1.5574 0.0 -0.2 1.8
H 2.4949 0.8063 0.7591 -0.7 1.7 1.4
H 2.9180 0.1695 -0.7542 0.0 -0.7 0.7
H 3.5658 -0.4656 0.7104 2.6 -2.0 1.6
```
Positions in Å, forces in eV/Å.

The value obtained for the energy above the lowest of the compared OMol25 structures with the same formula, charge and spin is 83.7 kcal/mol. As for the largest force on an atom: 4.60 eV/Å. The spin multiplicity is 1. The total charge is 0. The value obtained for the electronic energy is -447.0854 Eh.



Entry from the Open Molecules 2025 dataset: a 2-piece molecular cluster, C5H14 overall in a non-equilibrium geometry (ωB97M-V/def2-TZVPD).

Structure (XYZ):
```
19
Properties=species:S:1:pos:R:3:forces:R:3
C -0.2046 0.9680 -2.2265 0.5 1.5 0.5
C 0.8466 -0.0991 -1.8815 0.6 0.9 -2.5
C 1.7860 0.3727 -0.7626 -1.0 -0.5 0.9
H 0.1784 2.0047 -2.1126 0.5 -0.5 -0.1
H -0.5719 1.0064 -3.2621 -0.4 -0.7 0.5
H -0.9508 1.0134 -1.4195 -0.5 -0.5 -0.7
H 1.5221 -0.2352 -2.7354 -0.2 0.4 -0.3
H 0.3589 -1.0822 -1.9576 0.1 0.1 1.4
H 1.3667 1.2954 -0.2850 0.4 -1.0 0.0
H 2.8083 0.6089 -1.0578 -0.2 0.0 -0.5
H 1.8652 -0.4700 -0.0783 0.1 0.4 0.7
C -0.6443 -0.0893 2.2339 -1.4 0.8 1.1
C -1.5933 -1.2766 2.0838 1.1 -0.4 -0.3
H -1.1452 0.6451 2.8752 -0.2 0.1 -0.1
H 0.1553 -0.3806 2.8791 1.1 -0.2 -0.2
H -0.3483 0.4894 1.3726 0.3 -0.4 -0.5
H -1.2942 -1.9312 1.2375 -0.5 0.3 0.6
H -2.6308 -1.0234 2.0798 -0.7 0.4 -0.7
H -1.5041 -1.8163 3.0168 0.2 -0.6 0.1
```
Positions in Å, forces in eV/Å.

The value obtained for the energy above the lowest of the compared OMol25 structures with the same formula, charge and spin is 22.2 kcal/mol. As for the largest force on an atom: 2.71 eV/Å. The spin multiplicity is 1. The total charge is 0. The value obtained for the electronic energy is -198.8537 Eh.



Entry from the Open Molecules 2025 dataset: an isolated ion of composition C26H53FN3O4P2 and charge +1 in a non-equilibrium geometry (ωB97M-V/def2-TZVPD).

Structure (XYZ):
```
89
Properties=species:S:1:pos:R:3:forces:R:3
C -5.2145 -0.6258 0.4283 0.2 -1.1 0.4
C -5.2313 -1.8462 1.4990 1.1 1.3 0.6
C -3.7987 -2.5860 1.5711 -0.6 -0.7 0.1
C -3.5073 -3.5750 0.3397 0.6 0.0 0.5
C -2.4902 -4.7940 0.7213 -0.3 0.3 -0.6
C -1.3974 -4.3892 1.8170 0.1 -0.3 0.3
C -0.3634 -5.5707 2.1992 0.2 0.3 -1.8
C 1.1397 -5.0179 2.0463 0.4 -1.2 0.3
C 1.7422 -4.3437 3.3716 -0.1 0.1 -0.2
C 0.7600 -3.3191 4.1146 0.6 0.3 0.2
C 0.6958 -1.8613 3.4140 -1.4 0.3 0.6
C 1.7490 -0.8096 4.0152 0.6 -0.3 0.0
C 2.3413 0.2301 2.9483 0.2 -0.9 -0.1
C 1.2399 1.1160 2.1853 -0.2 0.3 0.0
C 1.3310 2.7067 2.5283 0.9 -0.3 -0.5
C 1.4129 3.6258 1.1974 0.3 0.2 0.9
C -0.0120 4.1261 0.6524 -0.1 0.4 0.3
C -0.1576 4.1418 -0.9479 0.1 2.1 0.5
N 0.5578 3.0400 -1.6523 0.5 -3.0 -1.1
C 1.6409 3.1807 -2.6164 1.2 -3.4 -0.5
C 2.3194 4.5091 -3.2104 -1.7 -0.3 -0.4
C 1.9518 4.5123 -4.7988 -0.8 0.6 0.1
C 0.4693 5.0867 -5.0755 0.8 -1.0 -0.1
F 2.8864 5.3906 -5.4452 -1.3 -1.6 0.9
C 2.0922 1.7645 -3.0265 -3.8 3.8 2.3
P 3.4552 1.1682 -4.1754 5.9 -2.9 1.2
O 4.5824 0.4754 -3.3754 -3.6 2.2 -2.2
O 2.8492 0.0166 -5.2678 -0.8 3.1 1.8
O 4.2353 2.4610 -5.0051 -2.1 -2.3 0.9
N 1.1617 0.9067 -2.2570 -1.8 2.0 0.9
P 1.1520 -0.9000 -2.2592 3.8 -2.9 1.2
N 2.6392 -1.4815 -2.1054 -2.5 0.6 -0.2
C 0.2302 1.6492 -1.4356 2.8 1.4 -1.8
C -0.9269 1.1216 -0.4822 -1.1 0.4 -0.8
C -2.3770 1.5112 -1.1207 0.4 0.5 -0.6
O -2.7942 0.4355 -2.0263 0.5 2.1 0.0
H -4.1131 -0.4301 0.1734 -1.7 -0.1 0.2
H -5.7740 -0.9681 -0.5032 0.8 0.9 1.1
H -5.6747 0.3049 0.9035 0.5 -1.3 -0.9
H -5.3663 -1.3416 2.5315 0.0 -1.0 -1.5
H -6.0910 -2.5751 1.3239 1.3 0.9 0.2
H -3.8058 -3.1920 2.5484 0.1 0.8 -1.5
H -2.9166 -1.8482 1.6545 -1.5 -0.9 0.0
H -4.4935 -4.0102 -0.0316 1.3 0.6 0.3
H -2.9996 -2.9824 -0.5079 -1.0 -0.8 1.1
H -1.9591 -5.0532 -0.2734 -0.6 0.2 1.7
H -3.1021 -5.7232 0.9955 0.9 1.3 -0.1
H -1.8584 -4.0362 2.8164 0.5 -0.3 -1.9
H -0.7671 -3.5380 1.3502 -1.1 -1.1 0.9
H -0.5723 -6.0737 3.2006 0.3 0.9 -1.2
H -0.4874 -6.3816 1.3834 0.2 1.1 1.4
H 1.2302 -4.3572 1.1027 -0.3 -0.8 1.6
H 1.8028 -5.9396 1.8207 -0.9 1.5 0.3
H 2.0109 -5.1777 4.1119 -0.4 1.1 -1.1
H 2.7280 -3.8148 3.0796 -1.5 -0.7 0.6
H -0.2934 -3.7668 4.2678 1.7 0.7 -0.5
H 1.1746 -3.1537 5.1734 -0.6 -0.2 -1.5
H -0.3574 -1.4499 3.6667 1.5 -0.6 -0.6
H 0.7147 -1.9225 2.2589 0.3 0.0 1.8
H 2.6208 -1.4307 4.4512 -1.2 1.1 -0.7
H 1.3156 -0.2306 4.9094 0.4 -0.9 -1.4
H 3.1523 0.8569 3.4671 -1.3 -0.7 -0.8
H 2.8957 -0.3897 2.1474 -0.8 0.9 1.2
H 0.1792 0.7156 2.3914 1.6 0.5 -0.1
H 1.4123 0.9649 1.0560 -0.2 0.4 1.6
H 2.3535 2.8328 3.0526 -1.8 0.0 -0.6
H 0.4945 3.0631 3.2201 1.2 -0.5 -0.9
H 2.0319 4.5634 1.4692 -1.0 -1.5 -0.5
H 2.0429 3.0436 0.4457 -1.0 0.8 0.7
H -0.1182 5.2265 0.9920 0.0 -1.8 -0.7
H -0.9118 3.5896 1.1428 1.6 0.6 -0.8
H 0.3357 5.1237 -1.3056 -0.7 -1.7 0.4
H -1.2638 4.2439 -1.2502 1.8 -0.6 0.3
H 3.4385 4.5815 -3.0166 -1.5 -0.5 -0.3
H 1.8058 5.4427 -2.7843 0.9 -1.4 -0.4
H 1.9559 3.4439 -5.2388 0.7 1.9 0.5
H -0.2671 4.1957 -5.0264 1.0 1.5 0.2
H 0.2224 5.8951 -4.3118 0.1 -1.0 -1.3
H 0.4569 5.4515 -6.1609 0.0 -0.3 1.7
H 1.9328 0.3002 -5.5002 0.7 -0.4 -0.3
H 5.0745 2.0236 -5.3149 -0.8 0.5 0.5
H 0.4028 -1.4220 -1.1338 -0.5 1.1 -1.1
H 0.5953 -1.3160 -3.5080 -0.3 1.0 0.6
H 2.7211 -2.0639 -1.2592 0.1 0.6 -0.4
H -0.9336 -0.0146 -0.3902 0.2 1.7 -0.2
H -0.9159 1.5637 0.5665 0.6 -0.5 -1.6
H -2.3067 2.4824 -1.7457 0.0 -1.5 1.1
H -3.1545 1.7260 -0.3035 1.2 -0.7 -1.1
H -2.9623 0.9123 -2.8745 0.0 -1.0 0.9
```
Positions in Å, forces in eV/Å.

As for the largest force on an atom: 6.65 eV/Å. The spin multiplicity is 1. The total charge is +1. The value obtained for the electronic energy is -2269.8000 Eh.



Entry from the Open Molecules 2025 dataset: FeH12O6 as an isolated structure (ωB97M-V/def2-TZVPD).

Structure (XYZ):
```
19
Properties=species:S:1:pos:R:3:forces:R:3
Fe 0.0425 0.0516 -0.0025 -0.5 0.2 -0.4
O -1.7352 -1.0745 0.6476 0.2 -0.3 0.2
H -1.6495 -1.6380 1.4327 -0.1 0.1 -0.1
H -2.6218 -1.2448 0.2964 0.1 0.1 0.0
O 1.7841 1.0091 -0.8037 0.3 -0.1 0.2
H 2.0490 1.5936 -1.5301 -0.2 -0.1 0.0
H 2.5723 0.9119 -0.2476 -0.1 0.1 -0.1
O -0.4511 1.6323 1.3439 -0.1 0.3 0.0
H -0.7989 2.4871 1.0469 0.1 -0.1 0.1
H -0.6608 1.5784 2.2880 0.0 0.0 -0.1
O -1.2153 0.8602 -1.5351 -0.2 0.2 -0.1
H -1.0753 0.9037 -2.4931 0.0 -0.1 0.1
H -2.0580 1.3088 -1.3704 0.1 -0.1 -0.1
O 0.4075 -1.6761 -1.2108 -0.1 -0.3 -0.1
H 1.1123 -1.9285 -1.8257 0.0 0.1 0.1
H -0.3263 -2.2904 -1.3647 0.2 0.0 0.0
O 1.2484 -0.7067 1.5533 0.5 -0.3 0.1
H 1.5391 -0.3171 2.3920 -0.1 -0.1 -0.1
H 1.8368 -1.4603 1.3830 -0.1 0.1 0.1
```
Positions in Å, forces in eV/Å.

The value obtained for the energy above the lowest of the compared OMol25 structures with the same formula, charge and spin is 0.3 kcal/mol. As for the largest force on an atom: 0.65 eV/Å. The spin multiplicity is 5. The total charge is +2. The value obtained for the electronic energy is -1721.8319 Eh. Its expectation value of S² is 6.005.



Entry from the Open Molecules 2025 dataset: a 3-piece molecular cluster, C34H54BrN5O8P overall in a non-equilibrium geometry (ωB97M-V/def2-TZVPD).

Structure (XYZ):
```
103
Properties=species:S:1:pos:R:3:forces:R:3
C 3.9710 3.0332 1.1783 0.6 -1.3 0.0
C 2.9414 1.8427 1.4204 0.0 1.2 0.8
C 1.5636 2.0360 0.6853 0.0 -1.1 0.3
C 1.4052 1.2238 -0.6648 0.6 1.8 -0.2
N 1.9982 -0.1359 -0.6486 -1.4 -0.6 -0.7
C 3.1054 -0.3259 -1.6287 1.1 -1.1 -0.5
C 4.4464 0.3943 -1.2593 -0.5 0.2 -0.8
C 5.4040 0.3323 -2.5058 -0.1 0.8 0.8
O 5.9634 -0.9677 -2.6825 -0.9 0.6 -0.7
C 6.3143 -1.2351 -4.0442 0.7 -0.5 -0.8
C 1.0353 -1.1692 -0.6846 -0.2 -0.6 -0.5
N -0.0812 -1.2780 -1.5630 0.8 1.6 0.5
C -1.3535 -0.7641 -0.9876 -2.0 -0.3 0.5
C -2.6510 -1.4153 -1.6330 0.1 0.4 0.7
C -3.0617 -2.7994 -0.9940 0.4 0.2 0.4
P -2.8335 -4.2411 -2.1452 -2.4 0.5 -2.7
O -3.6714 -3.9791 -3.3540 0.8 -0.2 1.4
O -3.4699 -5.5882 -1.4061 2.4 1.2 0.1
C -2.5665 -6.1935 -0.4494 0.1 -0.9 1.5
C -3.0446 -5.9780 1.0384 0.3 -0.7 -0.6
O -1.2689 -4.4223 -2.6699 -1.3 -0.9 1.6
C -1.0766 -5.6896 -3.3565 1.1 -1.5 -0.8
C 0.1978 -6.4638 -2.8263 0.3 -0.2 0.0
C 0.1948 -0.7914 -2.8968 1.3 1.0 -4.1
C 0.9136 -1.6114 -3.8974 -1.1 2.4 0.9
C 1.1621 -0.9772 -5.1782 0.4 -1.5 0.4
N 0.8183 0.2484 -5.6298 -0.4 -0.1 1.8
C 0.1653 1.0328 -4.7344 0.0 -1.7 1.5
C -0.1483 0.5408 -3.4062 -0.1 -0.4 0.5
N 1.2242 -2.1767 0.1606 0.9 0.9 0.1
Br 0.1429 -3.6781 0.2619 0.4 0.2 -0.1
C 2.3954 -2.1223 1.0723 -0.7 0.6 1.2
C 2.2004 -1.3257 2.2585 2.4 -0.6 0.7
C 3.3676 -1.2199 3.1604 -0.5 -1.9 -3.6
C 4.5236 -1.9613 2.6588 -0.3 0.4 0.5
C 4.5444 -2.7545 1.4457 -0.8 1.3 1.3
N 3.4494 -2.8258 0.6468 0.0 0.9 1.3
H 3.8220 3.5115 0.1773 0.1 -0.2 1.0
H 4.0000 3.7664 2.0236 -0.3 -0.4 -1.0
H 4.9935 2.5536 1.1639 -0.9 0.7 -0.1
H 3.4470 0.8697 1.2248 -0.7 0.7 -0.1
H 2.7198 1.8548 2.5283 0.2 -0.2 -1.1
H 0.7372 1.7151 1.3848 0.7 0.4 -0.8
H 1.4047 3.1161 0.4374 0.0 -0.9 0.3
H 1.9691 1.8083 -1.4496 -0.7 -0.7 0.6
H 0.3285 1.2688 -0.9511 0.9 -0.3 0.3
H 3.3295 -1.4299 -1.7148 -0.3 1.0 0.2
H 2.7349 -0.0314 -2.6549 0.5 0.0 1.0
H 4.2113 1.4793 -1.0854 0.4 -0.9 -0.1
H 4.9279 -0.0228 -0.3399 -0.4 0.2 -0.8
H 6.2327 1.0724 -2.3463 -0.6 -0.5 -0.2
H 4.8098 0.6892 -3.3943 0.6 -0.5 0.6
H 5.9218 -0.4863 -4.7791 0.2 -0.4 0.8
H 5.9222 -2.2381 -4.3603 0.3 0.8 0.5
H 7.4332 -1.2571 -4.1664 -1.0 0.1 0.2
H -1.3593 -0.9916 0.1188 0.1 0.2 -1.1
H -1.4985 0.3513 -1.0723 0.6 -1.1 0.0
H -3.4808 -0.6954 -1.3822 0.8 -0.6 -0.3
H -2.6042 -1.4629 -2.7486 0.1 0.0 0.9
H -2.5735 -2.9154 0.0050 -0.4 0.0 -0.8
H -4.1685 -2.7562 -0.7904 1.1 -0.5 -0.4
H -1.5101 -5.8417 -0.5910 -0.8 -0.2 0.0
H -2.5473 -7.3090 -0.6097 -0.1 1.2 -0.2
H -2.4403 -6.6685 1.6884 -0.5 0.7 -0.5
H -2.9081 -4.9340 1.4104 -0.4 -0.8 -0.4
H -4.1054 -6.3356 1.0894 0.9 0.7 0.1
H -0.9197 -5.5351 -4.4590 -0.4 0.4 1.1
H -1.9510 -6.3788 -3.2627 0.4 0.9 0.0
H -0.0508 -7.4421 -2.3341 0.0 1.0 -0.4
H 0.8868 -6.7199 -3.6783 -0.7 0.3 0.8
H 0.7979 -5.8732 -2.0888 -0.6 -0.3 -0.6
H 1.2679 -2.6404 -3.6556 -0.4 1.0 -0.4
H 1.7309 -1.6091 -5.9105 -0.6 0.7 0.7
H -0.1302 2.0729 -5.0142 0.3 -1.1 0.2
H -0.6869 1.2412 -2.7182 0.5 -0.7 -0.9
H 1.2443 -0.7940 2.4718 0.9 -0.6 -0.4
H 3.3684 -0.6177 4.0894 0.1 -0.6 -0.8
H 5.4674 -1.9148 3.2570 -1.0 -0.1 -0.6
H 5.4775 -3.2887 1.1422 -1.1 0.5 0.2
O -2.4281 2.6519 -0.9403 0.5 -0.4 0.2
C -2.5146 3.0247 0.2008 -0.5 0.1 -0.4
O -1.9632 2.3615 1.2489 0.1 -0.1 -0.5
C -2.3438 3.0099 2.4786 0.0 0.2 0.5
C -2.7089 4.4241 2.0858 0.0 0.4 0.3
C -3.2677 4.2379 0.6862 0.4 0.2 0.4
H -3.1886 2.4670 2.9104 0.0 0.0 -0.1
H -1.5103 2.9808 3.1806 0.0 -0.2 -0.2
H -3.4094 4.8992 2.7808 0.4 -0.4 -0.4
H -1.8060 5.0413 2.0409 0.0 -0.1 0.0
H -4.3360 4.0106 0.7010 0.0 0.0 -0.1
H -3.0680 5.1001 0.0532 -0.2 -0.2 -0.2
O -4.8908 5.6620 3.5285 -0.2 0.0 0.6
C -4.9706 6.0220 4.6736 -0.4 0.0 -0.3
O -4.4159 5.3496 5.7106 0.0 0.1 -0.4
C -4.7873 5.9812 6.9478 0.0 0.1 0.5
C -5.1534 7.4022 6.5732 -0.1 0.4 0.2
C -5.7210 7.2314 5.1745 0.3 0.3 0.3
H -5.6295 5.4340 7.3784 0.0 0.0 -0.1
H -3.9501 5.9430 7.6435 0.0 -0.2 -0.2
H -5.8445 7.8679 7.2751 0.0 -0.1 0.0
H -4.2519 8.0186 6.5304 -0.1 0.0 0.0
H -6.7888 7.0044 5.1919 0.0 0.0 -0.1
H -5.5242 8.1002 4.5496 -0.2 -0.2 -0.2
```
Positions in Å, forces in eV/Å.

The value obtained for the energy above the lowest of the compared OMol25 structures with the same formula, charge and spin is 0.0 kcal/mol. As for the largest force on an atom: 4.38 eV/Å. The spin multiplicity is 1. The total charge is +1. The value obtained for the electronic energy is -5118.7165 Eh.